Arrangement 1

A structure of composition C3H6ClN, computed with ωB97M-V/def2-TZVPD.

Its charge is 0. For the HOMO-LUMO gap, the calculation gives 9.98 eV.

Element x y z (Å)
C 0.77 0.01 0.41
C -0.27 -1.12 -0.09
C -0.11 1.02 -0.11
H 0.89 -0.07 1.45
H -0.81 -1.49 0.76
H 0.03 -1.84 -0.89
H -1.78 0.31 -0.48
H 0.29 1.84 -0.77
H -0.51 1.44 0.73
N -0.87 -0.01 -0.69
Cl 2.38 -0.07 -0.33

What are the Mulliken partial charges on each atom? They are as follows, in elementary charge units: 0.021 -0.430 -0.505 0.294 0.250 0.235 0.236 0.267 0.271 -0.404 -0.234

Arrangement 2

An isolated molecule of C3H6ClN, computed with ωB97M-V/def2-TZVPD.

Its charge is 0. As for the structure (SMILES): ClC[C@@H]1CN1. For the HOMO-LUMO gap, the calculation gives 11.30 eV.

Element x y z (Å)
Cl -2.26 0.11 -1.51
C -0.69 0.82 -0.71
C 0.14 -0.38 -0.32
C 0.33 -0.43 1.17
N 1.46 0.06 0.07
H -0.09 1.37 -1.65
H -1.27 1.45 0.20
H -0.01 -1.30 -0.94
H 0.48 -1.37 1.79
H -0.12 0.45 1.57
H 2.03 -0.78 0.32

What are the Mulliken partial charges on each atom? They are as follows, in elementary charge units: -0.241 -0.433 0.157 -0.540 -0.589 0.292 0.243 0.372 0.284 0.194 0.260

It comes down to arrangement 1, which is 13.5 kcal/mol more stable than the next structure.

Arrangement 1

A structure of composition CH3BBr2O2, computed with ωB97M-V/def2-TZVPD.

Its charge is 0. For the HOMO-LUMO gap, the calculation gives 9.73 eV.

Element x y z (Å)
B -0.42 -0.06 0.21
C 0.90 -0.16 -0.64
O -0.52 -0.83 1.30
O -1.34 0.93 -0.12
Br 1.54 1.56 -1.34
Br 2.36 -1.15 0.07
H 0.73 -0.63 -1.96
H -1.16 -0.92 2.04
H -2.09 1.26 0.44

What are the Mulliken partial charges on each atom? They are as follows, in elementary charge units: 0.680 -0.363 -0.550 -0.549 -0.087 -0.049 0.308 0.314 0.296

Arrangement 2

A structure of composition CH3BBr2O2, computed with ωB97M-V/def2-TZVPD.

Its charge is 0. For the HOMO-LUMO gap, the calculation gives 9.92 eV.

Element x y z (Å)
B -0.43 0.00 0.10
C 0.92 -0.10 -0.56
O -1.30 0.80 -0.52
O -0.50 -0.73 1.19
Br 1.84 1.43 0.24
Br 1.90 -1.73 -0.10
H 1.15 0.10 -1.65
H -2.18 0.91 -0.38
H -1.40 -0.68 1.68

What are the Mulliken partial charges on each atom? They are as follows, in elementary charge units: 0.469 -0.148 -0.519 -0.483 -0.141 -0.112 0.372 0.276 0.286

It comes down to arrangement 2, which is 21.6 kcal/mol more stable than the next structure.

Arrangement 1

A structure of composition C3H5ClS, computed with ωB97M-V/def2-TZVPD.

Its charge is 0. For the HOMO-LUMO gap, the calculation gives 8.41 eV.

Element x y z (Å)
C -1.10 1.30 0.52
C 0.47 -0.49 -0.31
C 1.07 -1.76 -0.55
H -1.64 2.09 -0.33
H -0.18 1.58 0.96
H -1.94 1.24 1.61
H 0.82 0.47 -0.64
H 0.90 -2.76 0.03
S -1.07 -0.32 -0.02
Cl 2.67 -1.35 -1.27

What are the Mulliken partial charges on each atom? They are as follows, in elementary charge units: -0.822 -0.106 -0.304 0.238 0.368 0.272 0.324 0.312 -0.053 -0.229

Arrangement 2

A cluster of 2 separate species, C3H5ClS in total, computed with ωB97M-V/def2-TZVPD.

Its charge is 0. For the HOMO-LUMO gap (alpha / beta), the calculation gives 7.48 / 7.05 eV.

Element x y z (Å)
C -2.10 1.35 0.39
C 0.53 -0.36 -0.50
C -0.35 -1.09 0.46
S -3.42 0.65 -0.23
Cl -1.84 -1.77 0.07
H -2.13 2.21 1.12
H 1.02 0.48 -0.10
H 1.33 -1.06 -0.71
H 0.05 -0.13 -1.35
H -0.02 -1.50 1.43

What are the Mulliken partial charges on each atom? They are as follows, in elementary charge units: -0.221 -0.918 -0.242 -0.093 -0.115 0.242 0.309 0.315 0.373 0.350

Arrangement 3

An isolated molecule of C3H5ClS, computed with ωB97M-V/def2-TZVPD.

Its charge is 0. As for the structure (SMILES): CS/C=C\Cl. For the HOMO-LUMO gap, the calculation gives 9.33 eV.

Element x y z (Å)
C -0.94 -1.38 0.08
S -1.48 0.29 -0.41
C -0.09 1.33 -0.07
C 1.25 1.11 -0.05
Cl 1.98 -0.45 -0.35
H -0.66 -1.48 1.10
H -0.01 -1.44 -0.40
H -1.65 -2.12 -0.28
H -0.38 2.34 0.08
H 1.98 1.81 0.30

What are the Mulliken partial charges on each atom? They are as follows, in elementary charge units: -0.831 -0.039 -0.288 -0.167 -0.213 0.340 0.227 0.332 0.290 0.349

It comes down to arrangement 3, which is 60.7 kcal/mol more stable than the next structure.

Arrangement 1

A cluster of 3 separate species, C4H12O2 in total, computed with ωB97M-V/def2-TZVPD.

Its spin multiplicity is 2. Its charge is +1. As for the expectation value of S²: 0.75. For the HOMO-LUMO gap (alpha / beta), the calculation gives 8.57 / 4.88 eV.

Element x y z (Å)
C 0.48 0.00 0.51
C -0.65 -0.21 -0.41
C -1.89 -0.70 0.00
C -0.51 0.58 -1.65
H 1.39 -0.59 0.23
H 0.21 -0.04 1.57
H 0.89 0.99 0.40
H -2.69 -0.85 -0.68
H -1.95 -1.17 0.95
H 0.49 0.43 -2.08
H -0.67 1.65 -1.30
H -1.07 0.43 -2.62
H 6.73 1.20 1.44
H 6.05 2.52 1.21
O 5.85 1.58 1.38
H -4.44 -2.48 -0.13
H -3.71 -1.72 0.84
O -4.51 -1.63 0.33

What are the Mulliken partial charges on each atom? They are as follows, in elementary charge units: -1.165 0.902 -0.736 -1.138 0.379 0.385 0.382 0.535 0.327 0.355 0.360 0.396 0.328 0.329 -0.656 0.348 0.301 -0.632

Arrangement 2

A cluster of 3 separate species, C4H12O2 in total, computed with ωB97M-V/def2-TZVPD.

Its spin multiplicity is 2. Its charge is +1. As for the expectation value of S²: 0.75. For the HOMO-LUMO gap (alpha / beta), the calculation gives 10.25 / 6.21 eV.

Element x y z (Å)
C 0.57 0.07 2.24
C -0.47 -0.45 1.33
C -1.17 0.27 0.43
C -2.20 -0.27 -0.63
H 0.49 1.07 2.71
H 0.87 -0.61 3.08
H 1.56 0.36 1.73
H -0.68 -1.52 1.47
H -0.91 1.30 0.31
H -2.07 -1.22 -1.13
H -3.10 -0.30 -0.03
H -2.23 0.32 -1.46
H 1.63 -2.14 -0.19
H 0.75 -1.35 -1.23
O 1.31 -2.15 -1.16
H 1.99 1.83 -1.77
H 0.66 2.31 -2.24
O 1.27 2.43 -1.53

What are the Mulliken partial charges on each atom? They are as follows, in elementary charge units: -1.057 0.230 -0.129 -1.115 0.387 0.352 0.319 0.424 0.405 0.377 0.355 0.416 0.328 0.292 -0.595 0.330 0.317 -0.638

Arrangement 3

A cluster of 3 separate species, C4H12O2 in total, computed with ωB97M-V/def2-TZVPD.

Its spin multiplicity is 2. Its charge is +1. As for the expectation value of S²: 0.75. For the HOMO-LUMO gap (alpha / beta), the calculation gives 10.80 / 6.91 eV.

Element x y z (Å)
C 0.40 0.63 -0.52
C -0.12 -0.10 0.61
C -1.12 -0.97 0.58
C 0.81 -0.12 1.78
H 0.74 1.67 -0.39
H -0.39 0.69 -1.34
H 0.99 0.01 -1.14
H -1.15 -1.80 1.35
H -1.88 -1.28 -0.15
H 1.43 -1.17 1.66
H 0.28 -0.29 2.71
H 1.63 0.69 1.90
H -0.39 2.06 1.07
H -0.74 3.42 0.18
O -0.76 2.48 0.35
H 0.88 -2.08 -3.20
H 0.06 -2.71 -2.20
O 0.60 -1.96 -2.24

What are the Mulliken partial charges on each atom? They are as follows, in elementary charge units: -1.081 0.908 -0.861 -1.131 0.428 0.398 0.477 0.281 0.372 0.377 0.439 0.338 0.331 0.303 -0.591 0.312 0.288 -0.588

It comes down to arrangement 1, which is 2.3 kcal/mol more stable than the next structure.

Arrangement 1

A cluster of 2 separate species, H3OPS in total, computed with ωB97M-V/def2-TZVPD.

Its charge is 0. For the HOMO-LUMO gap (alpha / beta), the calculation gives 6.54 / 8.45 eV.

Element x y z (Å)
O 0.82 0.29 -0.28
P -1.41 -0.72 0.19
S 1.44 1.24 0.77
H -0.82 -1.85 0.51
H -1.39 -1.41 -1.14
H 1.36 2.45 -0.05

What are the Mulliken partial charges on each atom? They are as follows, in elementary charge units: -0.413 0.033 0.120 0.040 0.062 0.159

Arrangement 2

A cluster of 2 separate species, H3OPS in total, computed with ωB97M-V/def2-TZVPD.

Its charge is 0. For the HOMO-LUMO gap (alpha / beta), the calculation gives 7.41 / 8.58 eV.

Element x y z (Å)
O -0.67 0.21 1.31
P 0.68 -0.45 -2.05
S 0.04 0.27 2.65
H 0.60 -0.43 -3.45
H 0.36 0.87 -1.88
H -1.01 -0.47 3.42

What are the Mulliken partial charges on each atom? They are as follows, in elementary charge units: -0.365 -0.062 0.192 0.036 0.030 0.168

It comes down to arrangement 2, which is 2.1 kcal/mol more stable than the next structure.

Arrangement 1

A structure of composition C9H11PS, computed with ωB97M-V/def2-TZVPD.

Its charge is 0. For the HOMO-LUMO gap, the calculation gives 8.60 eV.

Element x y z (Å)
C 2.87 1.04 -0.12
C 2.39 -0.19 -0.48
C 2.05 1.95 0.49
C 1.02 -0.38 -0.54
C 0.68 1.75 0.44
C 0.17 0.63 -0.05
C -1.34 -1.16 2.13
C -2.09 -0.76 1.12
C -1.55 -1.22 -2.08
P -1.65 0.36 -0.23
S -2.88 1.80 -0.42
H 3.96 1.14 -0.05
H 3.04 -1.03 -0.69
H 2.28 2.88 0.97
H 0.81 -1.44 -0.70
H 0.16 2.39 1.04
H -1.57 -1.93 2.89
H -0.48 -0.57 2.44
H -3.05 -1.21 0.76
H -1.49 -2.27 -1.84
H -2.62 -1.03 -2.46
H -0.71 -0.76 -2.60

What are the Mulliken partial charges on each atom? They are as follows, in elementary charge units: -0.591 -0.475 -0.416 -0.233 -0.247 0.177 -0.555 -0.201 -1.137 0.498 -0.391 0.308 0.385 0.381 0.307 0.356 0.268 0.232 0.274 0.305 0.356 0.402

Arrangement 2

An isolated molecule of C9H11PS, computed with ωB97M-V/def2-TZVPD.

Its charge is 0. As for the structure (SMILES): CC(C)(P=S)c1ccccc1. For the HOMO-LUMO gap, the calculation gives 7.13 eV.

Element x y z (Å)
C -1.61 -1.08 1.16
C -0.98 -0.62 -0.14
C -0.66 -1.74 -1.08
P -2.31 0.64 -1.02
S -3.39 1.38 0.38
C 0.01 0.55 -0.16
C 0.40 1.22 1.00
C 1.45 2.14 0.99
C 1.95 2.57 -0.21
C 1.64 1.84 -1.39
C 0.62 0.87 -1.36
H -2.39 -1.89 0.84
H -2.25 -0.34 1.60
H -0.96 -1.61 1.79
H -0.50 -2.74 -0.56
H 0.23 -1.45 -1.60
H -1.50 -1.97 -1.80
H 0.05 0.96 1.96
H 1.68 2.77 1.83
H 2.87 3.14 -0.20
H 2.19 2.02 -2.28
H 0.54 0.23 -2.22

What are the Mulliken partial charges on each atom? They are as follows, in elementary charge units: -1.722 1.712 -1.324 0.172 -0.289 -0.040 -0.374 -0.588 -0.572 -0.604 -0.549 0.381 0.400 0.442 0.331 0.418 0.328 0.391 0.351 0.347 0.404 0.385

It comes down to arrangement 2, which is 30.8 kcal/mol more stable than the next structure.